[1]
This record from OMol25 describes C36H53NP2Tl as an isolated structure. The level of theory is wB97M-V/def2-TZVPD.

For the orbital gap (spin up / spin down), the calculation gives 0.156 / 0.153 Ha. The charge is +1. The value obtained for the total energy is -2312.88378 Eh. The value obtained for the HOMO energy (spin up / spin down) is -8.89 / -8.79 eV. The spin multiplicity is 1. The value obtained for the molecular weight is 766.16 g/mol.

The geometry in XYZ format:
```
93
Properties=species:S:1:pos:R:3:forces:R:3
Tl -1.7251 1.7493 -2.8221 -1.3 2.5 2.2
C -0.2840 -3.3627 2.2901 1.9 -0.3 -1.1
C 1.0639 -3.4156 1.8397 -3.0 -0.7 0.4
C 0.9112 -1.7872 3.4615 1.5 -0.9 -1.0
C -0.3768 -2.3615 3.2950 0.6 0.2 -0.2
C 1.8097 -2.4542 2.5894 -1.1 2.0 1.9
C -1.4042 -4.2124 1.8353 -0.4 -0.3 0.0
H -1.1448 -4.7510 0.9196 -0.1 0.0 0.1
H -2.3017 -3.6111 1.6396 0.0 -0.2 0.0
H -1.6731 -4.9594 2.5966 -0.1 0.1 -0.2
C -1.5889 -1.9649 4.0450 -0.3 -0.1 0.0
H -2.4601 -2.5188 3.6791 0.1 0.2 0.2
H -1.7857 -0.8862 3.9474 0.1 -0.2 0.0
H -1.4727 -2.1790 5.1192 0.0 0.1 -0.2
C 1.2364 -0.6954 4.4012 0.1 0.6 0.5
H 0.8692 -0.9214 5.4173 0.2 0.1 -0.2
H 0.7681 0.2548 4.0888 0.2 -0.2 0.1
H 2.3230 -0.5431 4.4616 -0.3 0.0 0.1
C 3.2595 -2.1912 2.4783 0.5 0.0 0.0
H 3.7919 -2.5878 3.3580 0.0 0.1 -0.2
H 3.4710 -1.1134 2.4246 0.0 -0.3 0.0
H 3.6849 -2.6759 1.5898 0.0 0.2 0.2
C 1.6126 -4.3512 0.8353 0.2 -0.1 -0.3
H 2.0257 -5.2551 1.3081 0.0 0.2 -0.1
H 2.4189 -3.8766 0.2657 0.0 -0.1 0.0
H 0.8366 -4.6691 0.1307 0.1 -0.1 0.1
C -1.6193 0.5610 -4.6296 -1.2 -0.9 -0.7
C -1.6414 -0.9677 -4.5210 0.2 -0.8 -2.0
C -0.8086 -1.8730 -5.5022 -0.3 -0.2 -0.3
C 0.6419 -1.4398 -5.8360 -1.2 -1.1 -0.1
C 1.2705 -0.6910 -4.7166 2.2 0.5 -1.4
C 1.3822 0.6460 -4.6769 1.1 -0.4 -0.7
C 0.5981 1.6394 -5.4687 -0.6 -0.2 -0.9
C -0.8518 1.1922 -5.7629 -0.7 0.5 0.0
H -1.3208 -2.0278 -6.4569 -0.4 0.6 0.1
H 0.7129 -0.9518 -6.8288 -0.2 0.2 0.8
H -0.8578 -2.9249 -5.1492 0.3 0.6 0.3
H -0.9251 0.5266 -6.6357 0.3 0.4 0.0
H -2.6957 0.8769 -4.6655 0.5 -0.7 -1.2
H -2.6606 -1.1998 -4.8397 -0.1 -0.6 0.6
H -1.4832 2.0717 -5.9657 0.6 0.0 -0.5
H 0.6093 2.6244 -4.9642 0.0 -0.4 -0.2
H 2.2624 1.0814 -4.1916 -0.5 -0.2 0.6
H 1.0691 1.7858 -6.4686 0.1 0.1 0.7
H 1.1771 -2.3862 -5.9879 0.2 0.3 0.1
H 2.0596 -1.2895 -4.2496 -0.3 0.4 0.5
P -1.5093 -1.3495 -2.7615 0.2 2.3 0.6
P 2.2955 -0.0704 -0.2547 -0.7 1.3 -0.1
C 0.1877 0.4638 -2.1280 2.0 -2.4 -2.5
C 1.1830 1.0937 -1.2131 -0.7 -0.4 1.1
H 0.2597 1.1010 -3.0577 -0.7 -1.0 0.6
H 0.6090 -0.4751 -2.5838 -0.1 1.2 0.9
H 1.8243 1.6452 -1.9409 -0.3 0.0 0.5
H 0.6901 1.8099 -0.5318 0.5 -0.2 -0.2
C 3.1616 1.4346 0.3664 0.8 -0.2 0.7
H 3.8632 1.1452 1.1575 0.0 0.2 -0.1
H 2.4617 2.1744 0.7797 0.1 -0.3 0.0
H 3.7445 1.9029 -0.4359 -0.2 0.0 0.1
C 3.4614 -0.5334 -1.5908 0.6 -0.6 -0.1
H 3.9000 0.3203 -2.1293 -0.2 -0.1 0.1
H 3.0072 -1.2367 -2.3153 0.2 0.3 0.4
H 4.2975 -1.0722 -1.0914 -0.4 0.2 -0.4
C -3.2957 -1.2873 -2.3452 -0.3 -1.0 1.2
H -3.5019 -1.8468 -1.4104 0.2 0.5 -0.3
H -3.8273 -1.8268 -3.1367 0.1 0.2 0.0
H -3.7570 -0.2802 -2.2392 0.7 -0.4 -0.1
C -0.4574 -2.7581 -2.2799 -0.7 0.0 0.9
H 0.2608 -2.4319 -1.5005 -0.3 -0.1 -0.5
H 0.0167 -3.1076 -3.1911 0.3 -0.1 0.0
H -1.0690 -3.5592 -1.8367 0.1 0.2 -0.2
C 1.0670 5.2911 1.3038 0.0 0.0 -0.4
C 0.0394 4.6249 0.6280 0.0 -0.1 0.4
C -0.6475 3.5837 1.2548 0.1 -0.5 0.8
C -0.2511 3.1362 2.5507 0.4 1.6 -1.4
C 0.8321 3.7993 3.1855 -0.7 -0.5 0.0
C 1.4470 4.8868 2.5842 -0.2 -0.1 -0.3
N -0.8232 2.0478 3.1682 0.2 -0.9 0.7
C -1.8661 2.1866 4.0395 -0.9 0.1 0.9
C -1.7527 1.6229 5.3461 0.4 -0.1 -0.7
C -2.7177 1.8670 6.3103 0.0 0.1 0.0
C -3.8476 2.6169 5.9897 -0.3 0.1 -0.4
C -4.0392 3.0929 4.6820 0.2 -0.2 0.1
C -3.0706 2.8693 3.7192 0.8 0.2 -0.1
H 1.5765 6.1164 0.8067 -0.1 -0.2 0.2
H -0.2558 4.9173 -0.3821 0.1 0.0 0.3
H -1.5095 3.0920 0.7894 0.4 0.2 0.0
H 1.1382 3.4390 4.1667 0.0 0.2 -0.2
H 2.2313 5.4175 3.1174 -0.1 -0.1 -0.1
H -0.8510 1.0453 5.5760 -0.4 0.3 -0.1
H -2.5801 1.4830 7.3228 -0.1 0.1 -0.3
H -4.6116 2.8168 6.7352 0.2 0.0 0.0
H -4.9314 3.6540 4.4049 0.2 -0.2 0.2
H -3.1673 3.2236 2.6938 -0.2 0.1 0.3
```
Forces are in eV/Å.

***

[2]
This record from OMol25 describes the molecule C3H6N2. The level of theory is wB97M-V/def2-TZVPD.

For the orbital gap, the calculation gives 0.351 Ha. The value obtained for the total energy is -227.31902 Eh. The value obtained for the HOMO energy is -8.85 eV. The spin multiplicity is 1. The value obtained for the molecular weight is 70.09 g/mol.

The geometry in XYZ format:
```
11
Properties=species:S:1:pos:R:3:forces:R:3
C -1.4022 0.8354 -0.4371 0.2 -0.1 -0.3
N -0.2169 0.0138 -0.0301 0.2 -1.0 -0.3
C 1.1929 -0.6669 -0.3319 -0.9 0.7 0.1
C 1.6308 -0.4910 1.0571 -0.1 0.4 1.2
N 1.5487 -0.1955 2.1721 1.0 -0.6 -0.6
H -2.0209 0.9056 0.4815 0.6 -0.2 -0.3
H -2.0790 0.4025 -1.1896 0.4 0.0 -0.1
H -1.2081 1.8835 -0.6975 0.5 -0.4 -0.1
H -0.6103 -0.6866 0.5690 0.0 -0.1 0.3
H 1.2154 -1.7612 -0.5741 -0.7 0.8 0.1
H 1.9496 -0.2395 -1.0194 -1.0 0.5 0.2
```
Forces are in eV/Å.

***

[3]
This record from OMol25 describes the molecule C12H27FN2O2S. The level of theory is wB97M-V/def2-TZVPD.

For the orbital gap, the calculation gives 0.402 Ha. The value obtained for the total energy is -1231.38100 Eh. The value obtained for the HOMO energy is -10.58 eV. The spin multiplicity is 1. The value obtained for the molecular weight is 282.42 g/mol.

The geometry in XYZ format:
```
45
Properties=species:S:1:pos:R:3:forces:R:3
C 6.1434 -1.4706 0.2143 -0.7 0.0 0.0
C 4.7724 -1.3413 -0.5466 1.3 0.7 0.6
C 4.4441 0.1578 -0.8335 -0.2 -0.2 0.1
C 3.8178 0.8870 0.3961 -0.5 -1.0 -0.4
C 2.2596 0.6952 0.4500 -0.1 1.1 0.2
C 1.5228 2.0875 0.4221 -0.2 -0.2 -0.7
C 0.2159 2.0682 -0.4390 0.0 -0.7 1.7
C -0.8470 1.1622 0.2925 0.1 0.5 0.1
C -2.2671 1.7969 0.3101 -0.5 -0.1 -0.5
C -3.1603 1.4453 -0.9216 0.7 0.4 -0.4
C -3.1227 -0.0468 -1.3625 -1.1 0.3 0.1
C -3.2066 -1.0770 -0.2047 1.1 -0.6 -0.6
N -4.5112 -1.7967 -0.1463 1.0 0.5 1.2
N -5.4828 -0.8642 0.2535 -0.5 -0.2 0.3
S -4.3662 -3.1269 0.9638 -2.4 -5.0 -0.5
O -5.5059 -3.1772 1.8931 2.5 1.3 -1.3
O -4.2476 -4.3568 0.1514 0.8 3.1 1.6
F -2.9791 -3.0230 1.8364 -1.5 0.5 -0.9
H 6.0258 -1.1856 1.2767 0.1 -0.1 -0.5
H 6.4760 -2.5233 0.1893 0.0 0.5 0.0
H 6.9083 -0.8053 -0.2294 -0.3 -0.5 0.1
H 3.9979 -1.7666 0.1186 0.1 0.0 -0.6
H 4.8781 -1.9197 -1.4831 -0.4 0.3 0.4
H 3.7418 0.1680 -1.6942 0.3 0.4 0.5
H 5.3523 0.7235 -1.1257 -0.3 -0.6 0.0
H 4.2577 0.4404 1.3107 0.0 0.5 -0.4
H 4.0487 1.9661 0.3448 0.0 -0.5 0.2
H 1.8689 0.0887 -0.3893 0.4 0.1 0.3
H 1.9604 0.1945 1.3875 0.2 0.0 -0.5
H 2.1662 2.8823 -0.0107 -0.1 -0.5 0.4
H 1.2799 2.3506 1.4690 0.1 0.2 -0.5
H -0.1978 3.0906 -0.4720 0.3 -0.4 -0.4
H 0.4580 1.6450 -1.4291 -0.2 0.5 0.2
H -0.7987 0.1584 -0.1665 -0.3 0.3 0.3
H -0.5364 1.0482 1.3528 -0.1 0.0 -0.6
H -2.1547 2.9014 0.3156 -0.1 -0.6 0.2
H -2.8450 1.5499 1.2246 0.5 0.0 -0.3
H -4.1954 1.8095 -0.7692 0.5 -0.4 0.1
H -2.7733 2.0407 -1.7783 -0.3 -0.4 0.3
H -4.0157 -0.2115 -2.0019 0.5 0.0 0.3
H -2.2531 -0.2386 -2.0161 -0.3 0.0 0.6
H -2.4315 -1.8489 -0.3979 -0.5 0.3 0.2
H -2.9858 -0.6708 0.8014 -0.1 0.2 -0.6
H -5.3278 -0.5723 1.2204 -0.1 0.1 -0.1
H -6.3837 -1.3345 0.2231 0.1 0.2 0.0
```
Forces are in eV/Å.

***

[4]
This record from OMol25 describes the molecule C5H13NS. The level of theory is wB97M-V/def2-TZVPD.

For the orbital gap, the calculation gives 0.336 Ha. The value obtained for the total energy is -651.20655 Eh. The value obtained for the HOMO energy is -8.28 eV. The spin multiplicity is 1. The value obtained for the molecular weight is 119.23 g/mol.

The geometry in XYZ format:
```
20
Properties=species:S:1:pos:R:3:forces:R:3
C 1.3120 0.2578 -1.2646 -0.8 -1.5 1.0
C 0.6080 -0.9473 -1.9422 0.4 0.7 0.6
S -0.4686 -0.3500 -3.2711 -0.2 -1.0 -0.2
C 0.4390 0.8861 -0.1652 -0.5 -0.3 0.6
N 0.6075 0.0760 1.0637 0.0 0.2 0.2
C -0.4650 -0.2686 2.0407 0.8 0.7 -0.7
C -1.5531 0.8153 2.1444 -0.3 -1.3 -1.2
H 2.1329 -0.1723 -0.6507 0.2 0.5 -0.9
H 1.6393 0.9250 -2.0500 0.3 0.4 0.2
H 0.0471 -1.5174 -1.1952 0.0 0.1 -0.1
H 1.3588 -1.5876 -2.3837 0.1 -0.2 -0.1
H -0.6141 -1.6176 -3.7658 -0.2 0.8 0.0
H -0.6493 0.9258 -0.4202 0.9 0.3 -0.2
H 0.8387 1.8813 0.0704 -0.5 0.0 -0.3
H 1.1599 -0.7470 0.8830 0.0 0.0 0.0
H 0.0822 -0.4332 2.9604 -0.2 0.0 0.5
H -0.8865 -1.2222 1.7221 -0.6 -0.1 0.3
H -2.0348 0.6891 1.1677 -0.3 0.6 0.1
H -1.2003 1.8446 2.2031 0.1 -0.2 0.4
H -2.3537 0.5621 2.8532 0.6 0.2 0.2
```
Forces are in eV/Å.

***

[5]
This record from OMol25 describes an isolated ion of composition C3H8NO2 and charge +1. The level of theory is wB97M-V/def2-TZVPD.

For the orbital gap, the calculation gives 0.382 Ha. The charge is +1. The value obtained for the total energy is -323.98320 Eh. The value obtained for the HOMO energy is -15.43 eV. The spin multiplicity is 1. The value obtained for the molecular weight is 90.10 g/mol.

The geometry in XYZ format:
```
14
Properties=species:S:1:pos:R:3:forces:R:3
C -0.1212 1.2203 -0.2220 -0.8 -0.7 1.5
C 0.2899 -0.0540 -0.9889 -2.2 0.8 5.6
C -0.7290 -1.3851 0.9888 0.2 -0.6 -0.5
N -0.4014 -1.1190 -0.5382 0.4 -0.1 0.1
O 0.9436 1.8897 0.3163 7.0 -11.5 -4.7
O 1.3815 -0.1376 -1.5707 2.2 -1.1 -2.3
H -0.5388 2.0361 -0.7323 -2.0 0.0 -2.0
H -0.7647 0.9133 0.6502 0.1 0.3 -1.6
H 0.0495 -2.1382 1.3609 -0.9 1.4 -0.6
H -0.8143 -0.4823 1.6468 0.5 -1.0 -0.9
H -1.7001 -1.8788 0.9953 0.1 0.1 0.0
H 0.6771 2.5822 0.6453 -4.0 11.5 5.4
H -0.3346 -2.0197 -1.0251 0.5 0.6 0.1
H 2.0624 0.5732 -1.5264 -1.1 0.3 -0.1
```
Forces are in eV/Å.

***

[6]
This record from OMol25 describes the molecule C4H7N3. The level of theory is wB97M-V/def2-TZVPD.

For the orbital gap, the calculation gives 0.335 Ha. The value obtained for the total energy is -320.77885 Eh. The value obtained for the HOMO energy is -8.23 eV. The spin multiplicity is 1. The value obtained for the molecular weight is 97.12 g/mol.

The geometry in XYZ format:
```
14
Properties=species:S:1:pos:R:3:forces:R:3
C -2.2989 0.1418 0.2845 -0.1 0.0 0.0
N -0.8761 -0.1437 0.2837 0.1 -0.1 0.0
C -0.2790 -1.3607 0.4381 -0.1 -0.1 0.0
C 1.0990 -1.2277 0.3033 -0.5 0.2 -0.1
C 2.3086 0.7300 -0.5633 0.1 0.2 0.0
N 1.1453 0.1261 0.0659 0.1 -0.2 -0.3
N -0.0039 0.7983 0.0440 0.1 -0.4 -0.1
H -2.4630 1.1971 0.0618 0.1 -0.2 0.1
H -2.7218 -0.1077 1.2601 0.0 0.1 -0.1
H -2.7708 -0.4748 -0.4852 0.0 0.1 0.1
H -0.8964 -2.2460 0.5200 0.1 0.2 0.2
H 2.1003 1.7716 -0.8106 0.0 -0.1 0.1
H 3.1880 0.6371 0.0785 -0.2 0.0 -0.1
H 2.4688 0.1587 -1.4807 0.2 0.2 0.1
```
Forces are in eV/Å.

***

[7]
This record from OMol25 describes C26H28CrN5O as an isolated structure. The level of theory is wB97M-V/def2-TZVPD.

For the orbital gap (spin up / spin down), the calculation gives 0.251 / 0.259 Ha. The charge is +1. The value obtained for the total energy is -2400.74437 Eh. The value obtained for the HOMO energy (spin up / spin down) is -11.20 / -11.20 eV. The spin multiplicity is 5. The value obtained for the molecular weight is 478.54 g/mol.

The geometry in XYZ format:
```
61
Properties=species:S:1:pos:R:3:forces:R:3
Cr -2.0912 0.6906 3.2586 1.8 0.6 -2.4
C -0.2237 1.7866 0.8393 -0.6 0.9 0.8
O -0.6271 0.8921 1.8319 -1.4 -1.1 2.0
H -0.4192 1.4244 -0.1729 0.1 -0.1 0.0
H -0.7643 2.7356 0.9736 -0.1 0.1 -0.4
H 0.8227 2.0790 0.9783 0.1 -0.4 -0.2
N -3.1913 2.5781 2.6178 -0.5 0.7 0.8
C -2.5174 3.7499 2.7484 0.7 -0.6 -1.2
C -2.9740 4.9490 2.2200 -0.8 -0.2 0.6
C -4.2508 5.0009 1.6409 0.8 0.2 0.6
C -5.0128 3.8471 1.5968 1.1 0.4 -0.3
C -4.4346 2.7043 2.1266 -0.7 -1.1 -0.8
H -1.4894 3.5983 3.0545 0.0 0.5 0.4
H -2.4204 5.8710 2.3127 0.3 -0.2 0.0
H -4.5745 5.9738 1.2972 -0.3 -0.2 -0.3
H -5.9095 3.8126 0.9965 -0.3 -0.2 0.5
H -5.0377 1.8096 2.0173 0.3 -0.3 0.2
N 5.4854 -0.5550 -2.3242 -1.6 0.0 0.0
C 5.3228 -0.1881 -1.0423 1.5 1.2 -0.9
C 4.2734 0.6043 -0.5581 0.4 -0.5 -1.0
C 3.2162 0.8136 -1.4437 -0.1 -0.1 1.0
C 3.2798 0.2896 -2.7175 -0.4 0.0 -0.6
C 4.4402 -0.3126 -3.1429 1.4 -0.6 0.5
H 6.2963 -0.2987 -0.5727 -0.5 -0.2 1.0
H 4.3529 1.0986 0.3984 -0.2 -0.2 0.2
H 2.3385 1.3325 -1.0783 -0.1 0.1 -0.2
H 2.4659 0.3332 -3.4297 -0.1 0.3 0.2
H 4.6290 -0.6286 -4.1610 -0.4 0.1 -0.1
N -1.2112 -1.2084 4.0356 0.2 0.2 -0.4
C -1.8603 -2.1334 4.7740 0.1 0.5 -0.4
C -1.2526 -3.2729 5.2302 -0.3 -0.4 0.5
C 0.0695 -3.5334 4.9152 1.2 0.6 0.8
C 0.7909 -2.5429 4.2741 -0.8 0.5 -0.8
C 0.0998 -1.4415 3.7866 -0.3 0.0 -0.2
H -2.9143 -1.9860 4.9722 0.0 0.2 0.1
H -1.8292 -3.8705 5.9234 0.1 -0.4 -0.3
H 0.6597 -4.3564 5.2975 -0.5 -0.4 0.0
H 1.8468 -2.5620 4.0476 0.0 -0.5 0.1
H 0.5983 -0.7885 3.0812 -0.2 0.5 0.3
N 0.2233 -4.0280 -1.8863 -0.4 -0.1 -0.8
C 1.5463 -4.0674 -2.0824 -0.7 0.4 0.5
C 2.3946 -3.1920 -1.4290 0.5 0.2 -0.2
C 1.8860 -2.2468 -0.5400 0.1 -1.4 -0.8
C 0.5111 -2.2537 -0.3497 0.1 1.0 0.5
C -0.3070 -3.1037 -1.0937 1.2 0.0 0.1
H 1.8893 -4.7677 -2.8315 0.1 -0.2 0.2
H 3.4572 -3.1972 -1.6402 0.0 -0.1 0.0
H 2.6308 -1.5902 -0.1151 -0.5 0.3 0.5
H 0.1083 -1.5289 0.3494 -0.4 0.0 -0.1
H -1.3830 -2.9938 -1.1171 -0.1 -0.2 0.3
N -1.2837 0.7338 -5.8576 -0.5 -0.3 1.1
C -1.4812 1.6107 -4.8505 0.5 0.2 -1.9
C -1.1083 1.3902 -3.5576 1.1 0.0 0.6
C -0.3798 0.2300 -3.2668 -0.8 -0.1 0.4
C -0.2507 -0.7400 -4.2385 -0.5 0.4 -0.1
C -0.7868 -0.4467 -5.4957 0.3 -0.2 -0.4
H -1.8179 2.5765 -5.2105 -0.3 0.0 0.4
H -1.1986 2.2070 -2.8528 -0.2 -0.2 0.2
H -0.0438 0.0169 -2.2585 0.2 0.2 0.0
H 0.1994 -1.6964 -4.0113 0.0 0.0 -0.1
H -0.7882 -1.2083 -6.2675 0.2 0.0 -0.1
```
Forces are in eV/Å.

***

[8]
This record from OMol25 describes a 2-piece molecular cluster, C4H11N3O2 overall. The level of theory is wB97M-V/def2-TZVPD.

For the orbital gap, the calculation gives 0.335 Ha. The value obtained for the total energy is -473.70818 Eh. The value obtained for the HOMO energy is -8.59 eV. The spin multiplicity is 1. The value obtained for the molecular weight is 133.15 g/mol.

The geometry in XYZ format:
```
20
Properties=species:S:1:pos:R:3:forces:R:3
C -0.1722 3.4952 0.7352 0.7 0.0 0.1
C -0.3936 2.1170 0.2764 -2.4 0.5 -3.3
O -0.3367 1.0559 0.7753 1.1 -1.3 1.9
O -1.0545 2.1868 -0.9620 -0.3 -2.1 -0.2
H -0.9766 4.1038 0.3306 0.6 0.3 -0.1
H 0.8576 3.8392 0.6415 -0.2 0.2 -0.7
H -0.2709 3.4086 1.7699 -0.4 0.2 2.0
C 1.8243 -2.1855 0.1532 4.2 -2.2 0.6
C -0.5377 -1.7473 -0.1133 0.2 1.5 -1.4
N 0.6349 -1.6115 0.5627 -1.8 0.6 2.7
N -0.4166 -1.7164 -1.5416 0.9 -0.8 1.5
N -1.6720 -1.7795 0.4427 4.3 -2.8 3.7
H 0.5285 -1.3822 1.6189 0.0 -0.7 -2.9
H 2.5677 -1.6688 -0.4944 -0.8 0.9 0.3
H 1.7293 -3.1352 -0.4490 -0.3 0.5 1.1
H 0.2479 -1.1434 -2.0075 1.1 0.4 0.2
H -1.2932 -1.4621 -1.8606 -2.1 0.0 -1.1
H -1.3757 1.2227 -1.1442 1.0 2.4 0.5
H -2.3470 -1.2475 0.1297 -4.5 2.6 -2.7
H 2.4563 -2.3501 1.1367 -1.1 -0.2 -2.1
```
Forces are in eV/Å.